No. 1
119
Properties=species:S:1:pos:R:3 method="wB97M-V/def2-TZVPD" homo_lumo_gap_ha=0.2703 de_lowest_kcal_mol=614.5 largest_force_ev_per_a=11.466 charge=0 e_tot_ev=-145979.5553 smiles="C#C[C@@](C=C)(O[C@@H](N=C=O)S(=O)(=O)F)[C@@H](CCCCOC(C)=O)NC(F)(F)C(F)(F)C(F)(F)C(F)(F)C(F)(F)C(F)(F)C(F)(F)C(F)(F)F.CCOP(=O)(OCC)OCC.CCOP(=O)(OCC)OCC"
C -2.390 5.280 -1.552
C -1.781 3.995 -1.688
C -0.707 2.759 -1.736
C -0.820 1.899 -3.168
C 0.181 0.885 -3.602
O 0.652 3.051 -1.319
C 1.248 4.259 -1.859
N 0.945 4.594 -3.300
C 1.750 3.915 -4.181
O 2.361 3.131 -5.092
S 1.037 5.799 -0.743
O 0.181 5.521 0.516
O 2.466 6.341 -0.347
F 0.369 7.050 -1.767
C -1.282 1.667 -0.599
C -0.163 1.415 0.618
C -0.706 0.295 1.735
C -0.108 -1.188 1.349
C -0.971 -2.005 0.218
O -1.518 -3.297 0.695
C -2.947 -3.432 0.363
C -3.593 -3.581 -1.137
O -3.817 -3.484 1.410
N -2.554 2.214 0.007
C -3.797 1.493 -0.472
F -3.696 1.380 -1.945
F -3.832 0.158 0.232
C -5.087 2.354 0.071
F -4.688 3.777 0.080
F -5.253 1.964 1.521
C -6.511 2.014 -0.653
F -6.403 0.588 -1.125
F -7.557 2.015 0.418
C -7.004 3.064 -1.802
F -5.859 3.185 -2.781
F -7.189 4.467 -1.272
C -8.411 2.696 -2.554
F -9.432 3.732 -2.144
F -9.006 1.390 -2.196
C -8.335 2.841 -4.219
F -9.775 2.746 -4.665
F -7.882 4.196 -4.656
C -7.556 1.597 -4.946
F -6.811 0.699 -4.034
F -8.598 0.733 -5.618
C -6.561 2.101 -6.184
F -5.920 0.934 -6.897
F -7.346 2.833 -7.247
F -5.428 2.944 -5.708
H -2.921 6.304 -1.261
H -1.787 2.131 -3.826
H 0.938 0.503 -2.763
H 0.164 0.481 -4.707
H 2.431 4.079 -1.830
H -1.411 0.592 -1.102
H 0.069 2.404 1.201
H 0.846 0.938 0.197
H -0.195 0.628 2.761
H -1.866 0.326 1.888
H 1.026 -1.092 0.992
H -0.056 -1.886 2.317
H -0.202 -2.286 -0.649
H -1.839 -1.394 -0.275
H -3.598 -4.700 -1.545
H -4.740 -3.270 -1.050
H -3.128 -2.880 -1.950
H -2.511 2.306 1.045
C -2.920 -7.223 3.117
C -1.809 -6.466 3.813
O -0.765 -7.341 4.208
P 0.333 -7.896 3.086
O 0.650 -6.472 2.567
O 1.671 -7.969 4.077
C 2.910 -7.501 3.558
C 3.222 -6.127 4.129
O -0.023 -9.487 3.666
C -0.319 -9.781 5.024
C -1.808 -10.070 5.142
H -2.532 -7.806 2.275
H -3.684 -6.533 2.748
H -3.395 -7.924 3.806
H -1.437 -5.657 3.177
H -2.202 -5.998 4.721
H 2.894 -7.482 2.464
H 3.689 -8.209 3.858
H 2.372 -5.444 4.049
H 4.078 -5.680 3.618
H 3.458 -6.206 5.196
H 0.000 -8.995 5.710
H 0.244 -10.683 5.280
H -2.304 -10.120 4.167
H -2.303 -9.292 5.734
H -1.980 -11.020 5.661
C 5.328 5.594 0.319
C 6.025 4.540 1.154
O 6.964 3.813 0.380
P 8.443 4.481 0.012
O 8.745 4.836 1.489
O 9.349 3.082 0.033
C 10.625 3.123 0.662
C 10.546 2.462 2.028
O 8.106 4.085 -1.638
C 7.392 2.922 -2.038
C 6.003 3.342 -2.495
H 6.055 6.251 -0.170
H 4.663 6.200 0.939
H 4.733 5.125 -0.467
H 6.493 4.993 2.033
H 5.284 3.824 1.526
H 10.989 4.152 0.739
H 11.330 2.577 0.029
H 9.701 2.829 2.617
H 11.465 2.632 2.595
H 10.402 1.382 1.918
H 7.353 2.158 -1.260
H 7.936 2.496 -2.884
H 5.889 4.430 -2.546
H 5.241 2.953 -1.810
H 5.779 2.929 -3.485

***

No. 2
91
Properties=species:S:1:pos:R:3 method="wB97M-V/def2-TZVPD" s2=3.7857 homo_lumo_gap_ha="0.2545 / 0.2508" largest_force_ev_per_a=1.300 charge=+3 multiplicity=4 e_tot_ev=-106298.4080
Mn -0.131 -0.359 0.351
C -4.070 1.351 -0.428
C -2.846 0.685 0.102
N -1.613 1.002 -0.174
N -1.330 2.044 -1.015
C -0.078 2.268 -1.412
N 0.232 3.063 -2.423
S 1.188 1.506 -0.432
C -2.976 -0.397 1.071
C -4.214 -0.743 1.622
C -4.291 -1.693 2.623
C -3.112 -2.291 3.044
C -1.923 -1.932 2.425
N -1.828 -1.013 1.465
H -3.903 1.962 -1.314
H -4.514 1.990 0.342
H -4.807 0.595 -0.699
H -2.110 2.611 -1.364
H -0.452 3.599 -2.945
H 1.206 3.254 -2.622
H -5.111 -0.264 1.272
H -5.241 -1.939 3.074
H -3.101 -3.029 3.829
H -0.993 -2.377 2.749
C 2.303 1.079 -1.627
C 3.195 0.583 -2.288
C 4.106 -0.090 -3.111
C 3.749 -1.369 -3.569
C 4.635 -2.096 -4.332
C 5.876 -1.561 -4.652
C 6.229 -0.291 -4.215
C 5.355 0.450 -3.445
H 2.779 -1.766 -3.309
H 4.362 -3.080 -4.680
H 6.568 -2.139 -5.242
H 7.190 0.122 -4.478
H 5.629 1.434 -3.098
C 4.105 -1.361 3.086
C 3.445 -0.708 1.875
C 4.360 -0.858 0.660
C 3.253 0.781 2.166
P 1.679 -1.456 1.602
C 1.017 -1.203 3.299
C 1.245 -2.000 4.419
C 0.737 -1.630 5.656
C 0.014 -0.458 5.800
C -0.231 0.343 4.692
C 0.271 -0.026 3.460
C 1.723 -3.294 1.058
C 0.301 -3.663 0.614
C 2.158 -4.300 2.116
C 2.636 -3.391 -0.168
H 5.112 -0.957 3.182
H 4.203 -2.435 2.965
H 3.575 -1.146 4.010
H 5.156 -0.120 0.738
H 3.835 -0.687 -0.275
H 4.836 -1.833 0.634
H 4.212 1.212 2.448
H 2.567 0.959 2.990
H 2.911 1.319 1.281
H 1.824 -2.905 4.348
H 0.929 -2.256 6.514
H -0.341 -0.155 6.772
H -0.795 1.257 4.798
H 0.084 0.618 2.583
H -0.338 -3.868 1.466
H 0.344 -4.577 0.025
H -0.163 -2.876 -0.004
H 1.438 -4.377 2.926
H 3.140 -4.085 2.523
H 2.217 -5.280 1.644
H 2.425 -2.590 -0.879
H 2.473 -4.345 -0.666
H 3.685 -3.366 0.101
C -0.238 0.311 -5.343
C -0.950 -0.132 -4.080
S 0.213 -1.198 -3.128
O -0.237 -1.045 -1.678
C -0.357 -2.857 -3.660
C -1.818 -3.129 -3.378
H -0.850 1.031 -5.880
H -0.059 -0.529 -6.008
H 0.718 0.774 -5.103
H -1.870 -0.673 -4.289
H -1.174 0.721 -3.439
H 0.284 -3.559 -3.128
H -0.116 -2.910 -4.720
H -2.099 -2.700 -2.415
H -1.989 -4.202 -3.334
H -2.463 -2.732 -4.157

***

No. 3
103
Properties=species:S:1:pos:R:3 method="wB97M-V/def2-TZVPD" homo_lumo_gap_ha=0.3174 de_lowest_kcal_mol=0.0 largest_force_ev_per_a=1.336 charge=+1 e_tot_ev=-92005.4294
Bi 0.606 -0.182 0.922
C 0.890 -3.633 -0.100
N 1.951 -3.763 0.855
C 2.189 -5.084 1.400
C 3.257 -4.831 2.460
N 3.382 -3.380 2.491
C 3.897 -2.821 3.724
C 2.542 -2.806 1.590
N 2.429 -1.517 1.318
C 3.475 -0.596 1.738
C 3.286 0.817 1.124
N 2.477 0.704 -0.068
C 2.843 1.298 -1.178
N 2.606 0.815 -2.408
C 2.181 -0.528 -2.691
C 3.295 1.587 -3.427
C 4.041 2.655 -2.620
N 3.589 2.431 -1.257
C 3.532 3.554 -0.353
H 0.960 -4.460 -0.808
H 0.958 -2.691 -0.631
H -0.085 -3.675 0.392
H 2.533 -5.755 0.609
H 1.265 -5.480 1.832
H 4.228 -5.272 2.203
H 2.941 -5.203 3.437
H 4.363 -3.635 4.276
H 3.097 -2.394 4.334
H 4.665 -2.072 3.537
H 4.432 -1.009 1.402
H 3.505 -0.476 2.825
H 4.269 1.235 0.892
H 2.791 1.459 1.859
H 1.471 -0.835 -1.928
H 3.031 -1.215 -2.710
H 1.691 -0.543 -3.662
H 2.572 2.018 -4.125
H 3.976 0.948 -3.992
H 3.800 3.670 -2.944
H 5.129 2.529 -2.665
H 3.140 4.430 -0.879
H 4.532 3.796 0.018
H 2.872 3.332 0.481
F 0.403 -3.651 3.194
B -0.190 -2.507 3.635
F -0.929 -1.922 2.584
F -1.028 -2.742 4.690
F 0.785 -1.569 3.986
C -3.423 4.509 -1.400
S -2.929 3.580 0.086
C -1.715 4.756 0.744
O -0.171 2.052 -0.534
H -3.725 5.512 -1.112
H -4.254 3.973 -1.843
H -2.588 4.543 -2.094
H -2.220 5.652 1.091
H -0.995 4.996 -0.032
H -1.226 4.255 1.570
N -0.281 -1.021 -0.718
P -1.582 -0.475 -1.419
C -1.124 0.944 -2.473
C -0.401 1.985 -1.876
C 0.170 2.968 -2.679
C 0.027 2.925 -4.053
C -0.680 1.889 -4.644
C -1.247 0.904 -3.857
C -3.030 0.102 -0.483
C -4.011 0.830 -1.150
C -5.122 1.273 -0.459
C -5.237 1.016 0.900
C -4.258 0.297 1.563
C -3.158 -0.177 0.870
C -2.163 -1.824 -2.487
C -3.494 -2.212 -2.558
C -3.851 -3.318 -3.313
C -2.887 -4.032 -4.005
C -1.555 -3.655 -3.924
C -1.196 -2.558 -3.166
H -0.977 1.995 0.026
H 0.715 3.769 -2.202
H 0.458 3.706 -4.664
H -0.782 1.850 -5.718
H -1.789 0.086 -4.314
H -3.895 1.039 -2.206
H -5.890 1.834 -0.971
H -6.098 1.379 1.438
H -4.347 0.110 2.622
H -2.399 -0.767 1.356
H -4.253 -1.666 -2.017
H -4.885 -3.624 -3.361
H -3.171 -4.893 -4.591
H -0.803 -4.222 -4.452
H -0.165 -2.261 -3.073
N -1.942 1.710 6.509
C -1.751 1.206 5.275
N -1.747 -0.122 5.122
N -1.589 2.054 4.295
C -1.369 1.810 3.065
N -1.154 1.771 1.923
H -2.171 1.101 7.273
H -2.098 2.697 6.608
H -1.736 -0.753 5.905
H -1.474 -0.524 4.241

***

No. 4
93
Properties=species:S:1:pos:R:3 method="wB97M-V/def2-TZVPD" homo_lumo_gap_ha=0.1761 largest_force_ev_per_a=4.461 charge=+2 e_tot_ev=-127929.5960
P -2.047 -0.305 -3.116
C -3.297 -1.447 -3.843
C -4.605 -1.081 -4.208
H -4.960 -0.059 -4.053
C -5.455 -2.021 -4.803
H -6.467 -1.718 -5.090
C -5.011 -3.330 -5.022
H -5.686 -4.061 -5.476
C -3.712 -3.704 -4.654
H -3.361 -4.726 -4.829
C -2.858 -2.774 -4.062
H -1.839 -3.059 -3.789
C -3.110 1.168 -2.815
C -3.819 1.171 -1.593
H -3.706 0.336 -0.898
C -4.689 2.220 -1.293
H -5.240 2.211 -0.350
C -4.853 3.276 -2.197
H -5.527 4.105 -1.957
C -4.153 3.280 -3.405
H -4.275 4.100 -4.121
C -3.278 2.233 -3.717
H -2.745 2.240 -4.671
C -1.189 0.234 -4.659
C -1.637 -0.051 -5.963
H -2.537 -0.648 -6.123
C -0.940 0.453 -7.069
H -1.304 0.227 -8.075
C 0.208 1.232 -6.880
H 0.751 1.615 -7.749
C 0.664 1.510 -5.584
H 1.559 2.123 -5.436
C -0.018 1.005 -4.478
H 0.347 1.219 -3.469
Ti 1.219 -1.152 1.962
C 1.285 0.891 2.649
C 0.731 1.798 1.838
H 1.819 1.162 3.570
C -0.073 1.348 0.638
O 0.471 2.011 -0.528
H 0.098 1.629 -1.341
C -0.050 -0.127 0.456
H -1.112 1.690 0.781
C -0.126 -1.281 -0.026
Cl 2.255 -1.382 4.151
Cl 0.994 -3.462 1.836
P -0.880 -1.508 3.524
C -0.747 -2.739 4.857
H 0.004 -2.404 5.581
H -0.425 -3.698 4.437
H -1.732 -2.841 5.332
C -1.488 -0.036 4.395
H -1.701 0.752 3.662
H -0.700 0.321 5.068
H -2.394 -0.291 4.958
C -2.327 -2.105 2.602
H -2.077 -3.050 2.106
H -2.598 -1.375 1.831
H -3.163 -2.248 3.298
P 0.943 3.583 2.132
C 1.572 3.823 3.795
C -0.671 4.341 1.935
H 2.554 3.341 3.906
H 0.880 3.396 4.533
H 1.682 4.901 3.992
H -1.053 4.122 0.929
H -0.590 5.429 2.071
H -1.362 3.934 2.686
C 2.105 4.206 0.917
H 3.085 3.738 1.081
H 2.196 5.298 1.003
H 1.740 3.927 -0.080
H -0.458 -1.982 -0.785
C 4.267 -3.894 0.812
N 4.685 -3.061 1.940
C 4.875 -3.814 3.178
C 4.488 -1.723 1.935
S 3.313 -1.023 0.827
N 5.169 -0.879 2.728
C 6.118 -1.303 3.745
C 4.934 0.560 2.628
H 5.083 -4.592 0.579
H 4.044 -3.274 -0.060
H 3.374 -4.473 1.079
H 5.926 -3.803 3.488
H 4.217 -3.441 3.976
H 4.614 -4.855 2.965
H 6.630 -0.402 4.094
H 5.611 -1.750 4.615
H 6.875 -1.984 3.336
H 5.104 0.907 1.604
H 3.912 0.818 2.929
H 5.642 1.052 3.297